No. 1
Here is C30H53IMnNOP3 as an isolated structure from the Open Molecules 2025 dataset. Energies are from ωB97M-V/def2-TZVPD.

## Properties
- HOMO level (alpha / beta) (eV) = -17.041 / -17.683
- energy (a.u.) = -3776.84228

```
! RIJCOSX wB97M-V def2-TZVPD def2/J DEFGRID3
* xyz 3 5
Mn 0.4618 -0.1856 -1.4609
C -1.2563 -3.0954 -2.4896
P -1.6293 -1.4164 -1.8950
C -2.9000 -1.7138 -0.6490
C -2.4324 -0.5529 -3.2639
C -3.4815 -1.2103 -3.9111
C -4.1679 -0.5831 -4.9368
C -3.8211 0.7042 -5.3183
C -2.7830 1.3618 -4.6782
C -2.0757 0.7401 -3.6517
P -0.7111 1.5906 -2.8286
C -1.4295 3.0340 -2.0045
C 0.3466 2.2663 -4.1374
H -2.1978 -3.6514 -2.5382
H -0.5944 -3.6187 -1.8030
H -0.8428 -3.0795 -3.4981
H -3.7767 -2.0814 -1.1911
H -3.1746 -0.8079 -0.1109
H -2.5755 -2.4832 0.0512
H -3.7717 -2.2124 -3.6296
H -4.9755 -1.0969 -5.4347
H -4.3589 1.1936 -6.1140
H -2.5292 2.3619 -4.9889
H -2.0354 3.5841 -2.7255
H -0.6421 3.6881 -1.6368
H -2.0621 2.7298 -1.1761
H -0.2058 2.9710 -4.7627
H 0.7203 1.4596 -4.7692
H 1.1866 2.7990 -3.6864
C -3.1442 -0.3092 3.7389
C -3.0046 0.9653 2.9065
C -2.0138 0.7933 1.7447
C -0.8845 -0.1482 2.1651
C -1.4183 -1.5683 2.4211
C -2.8765 -1.5380 2.8865
P 0.5798 -0.0919 1.0766
C 1.7281 -1.4936 1.3361
C 1.2881 -2.7928 0.6721
C 2.4841 -3.7452 0.5645
C 3.3802 -3.6822 1.8099
C 2.5930 -3.1970 3.0144
C 2.1389 -1.7492 2.8131
C 1.5543 1.4438 1.4120
C 1.7057 1.7673 2.9302
C 0.8348 2.9472 3.3399
C 1.2728 4.2202 2.6194
C 1.7793 3.9211 1.2058
C 1.0881 2.6825 0.6389
H -4.1421 -0.3571 4.1761
H -2.4425 -0.2933 4.5772
H -2.6681 1.7863 3.5450
H -3.9720 1.2626 2.5001
H -1.6371 1.7652 1.4404
H -2.5206 0.3707 0.8714
H -0.4779 0.2408 3.1099
H -0.8006 -2.0497 3.1789
H -1.3186 -2.1853 1.5230
H -3.0898 -2.4503 3.4428
H -3.5572 -1.5425 2.0309
H 2.6241 -1.1510 0.7934
H 0.8757 -2.6045 -0.3342
H 0.4847 -3.2481 1.2494
H 3.0685 -3.4913 -0.3233
H 2.1164 -4.7596 0.4127
H 4.2207 -3.0055 1.6382
H 3.8128 -4.6617 2.0022
H 3.1967 -3.2542 3.9199
H 1.7316 -3.8458 3.1835
H 2.9534 -1.0687 3.0671
H 1.3210 -1.5224 3.4938
H 2.5428 1.1741 1.0214
H 2.7528 2.0144 3.1112
H 1.5105 0.9004 3.5545
H 0.8963 3.0892 4.4195
H -0.2111 2.7248 3.1264
H 2.0602 4.7118 3.1906
H 0.4384 4.9215 2.5716
H 2.8602 3.7502 1.2173
H 1.6167 4.7826 0.5566
H 1.3157 2.5548 -0.4235
H 0.0103 2.8154 0.7202
N 4.4508 1.0958 -1.7443
C 3.3687 0.4251 -2.0916
O 2.2950 0.5956 -1.4703
C 3.4897 -0.5118 -3.2683
I 1.7844 -1.7483 -3.4618
H 4.4090 1.7761 -0.9969
H 5.3284 0.9757 -2.2237
H 4.3572 -1.1671 -3.1703
H 3.5748 0.0649 -4.1933
*
```

Löwdin charges in e: number 1, Mn, carries 0.3979; number 2, C, carries -0.2539; number 3, P, carries 0.8655; number 4, C, carries -0.2008; number 5, C, carries -0.3784; number 6, C, carries -0.0606; number 7, C, carries -0.0121; number 8, C, carries -0.0089; number 9, C, carries -0.0512; number 10, C, carries -0.3796; number 11, P, carries 0.8624; number 12, C, carries -0.2060; number 13, C, carries -0.2201; number 14, H, carries 0.0747; number 15, H, carries 0.0457; number 16, H, carries 0.0255; number 17, H, carries 0.0799; number 18, H, carries 0.0348; number 19, H, carries 0.0583; number 20, H, carries 0.1145; number 21, H, carries 0.1321; number 22, H, carries 0.1317; number 23, H, carries 0.1156; number 24, H, carries 0.0702; number 25, H, carries 0.0519; number 26, H, carries 0.0510; number 27, H, carries 0.0663; number 28, H, carries 0.0492; number 29, H, carries 0.0572; number 30, C, carries -0.1732; number 31, C, carries -0.1596; number 32, C, carries -0.2042; number 33, C, carries -0.4036; number 34, C, carries -0.1882; number 35, C, carries -0.1752; number 36, P, carries 1.1211; number 37, C, carries -0.4245; number 38, C, carries -0.2339; number 39, C, carries -0.1709; number 40, C, carries -0.1753; number 41, C, carries -0.1753; number 42, C, carries -0.1704; number 43, C, carries -0.3974; number 44, C, carries -0.1692; number 45, C, carries -0.1779; number 46, C, carries -0.1676; number 47, C, carries -0.1741; number 48, C, carries -0.2319; number 49, H, carries 0.1272; number 50, H, carries 0.1249; number 51, H, carries 0.1180; number 52, H, carries 0.1236; number 53, H, carries 0.0859; number 54, H, carries 0.0708; number 55, H, carries 0.1203; number 56, H, carries 0.1180; number 57, H, carries 0.0687; number 58, H, carries 0.1289; number 59, H, carries 0.1024; number 60, H, carries 0.1119; number 61, H, carries 0.0374; number 62, H, carries 0.1091; number 63, H, carries 0.1027; number 64, H, carries 0.1231; number 65, H, carries 0.1186; number 66, H, carries 0.1246; number 67, H, carries 0.1295; number 68, H, carries 0.1238; number 69, H, carries 0.1218; number 70, H, carries 0.0994; number 71, H, carries 0.0981; number 72, H, carries 0.1329; number 73, H, carries 0.0919; number 74, H, carries 0.1305; number 75, H, carries 0.0970; number 76, H, carries 0.1241; number 77, H, carries 0.1222; number 78, H, carries 0.1183; number 79, H, carries 0.1197; number 80, H, carries 0.0770; number 81, H, carries 0.0908; number 82, N, carries 0.2629; number 83, C, carries -0.5434; number 84, O, carries -0.1964; number 85, C, carries -0.4572; number 86, I, carries 1.2019; number 87, H, carries 0.1515; number 88, H, carries 0.1531; number 89, H, carries 0.0848; number 90, H, carries 0.0876

=====

No. 2
Here is a 3-piece molecular cluster, C30H53IN5O4 overall in a non-equilibrium geometry from the Open Molecules 2025 dataset. Energies are from ωB97M-V/def2-TZVPD.

## Properties
- HOMO level (eV) = -10.913
- energy (a.u.) = -2046.91108

```
! RIJCOSX wB97M-V def2-TZVPD def2/J DEFGRID3
* xyz 1 1
C 5.0965 4.9888 -0.3658
C 6.0040 4.1166 -0.9043
C 5.6815 2.5898 -1.0050
O 5.6654 1.9875 0.0372
O 5.4064 2.0184 -2.2286
C 5.8989 0.6644 -2.3297
C 4.9131 -0.4070 -1.7224
C 4.7437 -1.7082 -2.6339
C 3.2652 -1.8204 -3.2125
C 2.3688 -2.6807 -2.2416
C 1.9104 -1.7897 -1.0178
N 0.9020 -2.4764 -0.1307
N 0.6685 -3.8175 -0.3388
C 0.3310 -1.7092 0.7941
N 0.6990 -0.3665 0.9196
C -0.1220 0.0439 1.9612
C -0.0257 1.5312 2.3702
C -1.1614 2.4480 1.7825
C -1.1825 2.5303 0.2195
C -2.4161 2.9747 -0.4579
C -2.5637 3.0551 -1.9003
C -1.4277 2.6702 -2.7448
C -0.1776 2.2628 -2.1036
C -0.0545 2.1962 -0.6440
N -0.8994 -0.9701 2.4307
C -1.8464 -0.7511 3.5376
C -1.5159 -1.6267 4.8339
C -3.3790 -0.8990 3.0960
C -3.5880 -0.6297 1.5504
C -5.0993 -0.2044 1.3272
N -0.6401 -2.1066 1.6985
I -1.6323 -3.8580 2.0226
H 5.4468 5.7373 0.3855
H 4.0035 4.9914 -0.6229
H 6.9870 4.5465 -1.2221
H 6.0717 0.4250 -3.4121
H 6.8916 0.5790 -1.8153
H 3.9319 0.0639 -1.4553
H 5.3623 -0.7722 -0.7543
H 4.9169 -2.6076 -1.9894
H 5.4722 -1.6651 -3.4884
H 3.2928 -2.2242 -4.2615
H 2.8282 -0.7806 -3.2176
H 1.4234 -2.9201 -2.8181
H 2.8191 -3.6555 -1.9303
H 2.8416 -1.5750 -0.4204
H 1.4838 -0.8502 -1.4686
H 1.4977 -4.3952 -0.2266
H 0.1566 -4.0126 -1.1960
H -0.0725 1.6353 3.4914
H 0.9731 1.9497 2.0774
H -0.9643 3.5015 2.1405
H -2.1906 2.1978 2.1614
H -3.2829 3.2680 0.1766
H -3.5457 3.4028 -2.2995
H -1.5731 2.7090 -3.8447
H 0.6569 1.9840 -2.7883
H 0.9215 1.8834 -0.2112
H -1.7629 0.3130 3.8920
H -0.5242 -2.1535 4.7416
H -1.4767 -0.9947 5.7600
H -2.2848 -2.4421 4.9552
H -3.7037 -1.9584 3.3045
H -4.0335 -0.2174 3.6925
H -2.8644 0.0994 1.1041
H -3.4702 -1.6122 1.0104
H -5.3691 0.7366 1.8736
H -5.7743 -1.0389 1.6729
H -5.3237 -0.0579 0.2373
C 0.1002 3.5456 -7.5227
C 0.5711 3.7760 -6.0952
C 1.7480 4.7373 -6.0492
O 0.9518 2.5282 -5.5118
H 0.8969 3.1039 -8.1286
H -0.7380 2.8456 -7.5419
H -0.2150 4.4806 -7.9902
H -0.2517 4.1741 -5.4968
H 2.6003 4.3356 -6.6056
H 2.0823 4.8851 -5.0200
H 1.4820 5.7079 -6.4727
H 1.6790 2.1664 -6.0327
C -3.6338 -5.3844 5.4895
C -4.4788 -4.4972 6.3898
C -5.8242 -5.1360 6.6936
O -4.6839 -3.2333 5.7539
H -4.1321 -5.5504 4.5282
H -2.6747 -4.9060 5.2721
H -3.4429 -6.3536 5.9541
H -3.9442 -4.3066 7.3227
H -6.3963 -5.2942 5.7743
H -6.4228 -4.4829 7.3313
H -5.7006 -6.0971 7.1965
H -5.1574 -3.3915 4.9277
*
```

Löwdin charges in e: number 1, C, carries 0.0030; number 2, C, carries -0.0575; number 3, C, carries -0.4579; number 4, O, carries 0.1220; number 5, O, carries -0.0257; number 6, C, carries -0.1639; number 7, C, carries -0.1698; number 8, C, carries -0.1772; number 9, C, carries -0.1887; number 10, C, carries -0.1942; number 11, C, carries -0.1233; number 12, N, carries -0.1289; number 13, N, carries 0.0357; number 14, C, carries -0.3118; number 15, N, carries 0.2024; number 16, C, carries -0.1879; number 17, C, carries -0.0976; number 18, C, carries -0.1468; number 19, C, carries -0.2037; number 20, C, carries -0.0546; number 21, C, carries -0.0723; number 22, C, carries -0.0694; number 23, C, carries -0.0622; number 24, C, carries -0.0485; number 25, N, carries -0.0646; number 26, C, carries -0.2831; number 27, C, carries -0.0557; number 28, C, carries -0.1699; number 29, C, carries -0.2523; number 30, C, carries -0.1106; number 31, N, carries -0.3726; number 32, I, carries 1.1084; number 33, H, carries 0.0704; number 34, H, carries 0.0746; number 35, H, carries 0.1166; number 36, H, carries 0.1262; number 37, H, carries 0.1364; number 38, H, carries 0.1018; number 39, H, carries 0.1133; number 40, H, carries 0.1045; number 41, H, carries 0.1070; number 42, H, carries 0.1149; number 43, H, carries 0.1081; number 44, H, carries 0.1143; number 45, H, carries 0.1070; number 46, H, carries 0.1265; number 47, H, carries 0.1244; number 48, H, carries 0.1089; number 49, H, carries 0.1053; number 50, H, carries 0.1240; number 51, H, carries 0.1310; number 52, H, carries 0.1324; number 53, H, carries 0.1098; number 54, H, carries 0.1033; number 55, H, carries 0.1018; number 56, H, carries 0.0912; number 57, H, carries 0.0884; number 58, H, carries 0.0865; number 59, H, carries 0.1395; number 60, H, carries 0.0786; number 61, H, carries 0.0921; number 62, H, carries 0.0403; number 63, H, carries 0.0671; number 64, H, carries 0.1258; number 65, H, carries 0.0932; number 66, H, carries 0.0675; number 67, H, carries 0.0773; number 68, H, carries 0.0817; number 69, H, carries 0.0767; number 70, C, carries -0.0616; number 71, C, carries -0.5025; number 72, C, carries -0.0607; number 73, O, carries -0.0752; number 74, H, carries 0.0826; number 75, H, carries 0.0794; number 76, H, carries 0.0831; number 77, H, carries 0.1289; number 78, H, carries 0.0828; number 79, H, carries 0.0789; number 80, H, carries 0.0830; number 81, H, carries 0.0870; number 82, C, carries -0.0688; number 83, C, carries -0.4910; number 84, C, carries -0.0578; number 85, O, carries -0.0713; number 86, H, carries 0.0787; number 87, H, carries 0.0522; number 88, H, carries 0.0861; number 89, H, carries 0.1426; number 90, H, carries 0.0837; number 91, H, carries 0.0839; number 92, H, carries 0.0848; number 93, H, carries 0.0820